No. 1
{
  "formula": "C27H22IIrN3O2SeTe",
  "method": "ωB97M-V with the def2-TZVPD basis set",
  "fmax_ev_per_a": 0.506,
  "de_lowest_kj_mol": 0.0,
  "charge": 1,
  "e_tot_ha": -4428.0896,
  "homo_energy_ev": -10.98,
  "e_lumo_ha": -0.1337,
  "elements": ["Ir", "I", "Te", "Se", "O", "O", "N", "N", "N", "C", "C", "C", "C", "C", "C", "C", "C", "C", "C", "C", "C", "C", "C", "C", "C", "C", "C", "C", "C", "C", "C", "C", "C", "C", "C", "C", "H", "H", "H", "H", "H", "H", "H", "H", "H", "H", "H", "H", "H", "H", "H", "H", "H", "H", "H", "H", "H", "H"],
  "positions_angstrom": [[-1.621, 0.432, -1.879], [-3.457, -1.385, -1.639], [-1.778, 1.751, 0.296], [-3.153, 1.825, -3.433], [-0.222, 1.809, -2.244], [3.670, -1.927, -1.820], [-1.484, -0.483, -4.163], [-0.281, -0.958, -1.176], [3.169, 2.768, -2.056], [1.060, 1.631, -2.038], [-2.742, -0.667, 1.968], [1.219, 4.076, -2.640], [1.029, 2.550, 0.946], [-1.555, -4.745, 0.268], [-2.841, 0.707, 1.777], [3.095, 0.442, -1.487], [0.155, -3.070, 0.022], [1.876, 2.795, -2.232], [2.340, 2.424, 1.388], [0.145, 1.490, 1.111], [-2.454, -3.911, -0.373], [-3.624, 1.483, 2.624], [2.754, 1.250, 1.998], [-0.255, -4.309, 0.478], [1.678, 0.437, -1.660], [0.989, -0.787, -1.364], [-2.033, -2.670, -0.826], [-2.186, 0.461, -4.136], [-3.428, -1.263, 3.015], [-4.210, -0.491, 3.864], [3.767, 1.613, -1.691], [-4.308, 0.878, 3.670], [-0.717, -2.233, -0.682], [1.861, 0.198, 2.170], [0.554, 0.311, 1.720], [3.859, -0.770, -1.014], [-2.130, -1.278, 1.317], [0.711, 3.467, 0.464], [2.182, -0.711, 2.662], [3.032, 3.245, 1.255], [1.979, 4.843, -2.761], [4.095, -1.790, -2.673], [0.669, 3.948, -3.573], [-0.134, -0.513, 1.859], [-4.745, -0.960, 4.679], [0.490, 4.397, -1.892], [-3.480, -4.222, -0.515], [-1.876, -5.716, 0.619], [3.532, -1.054, -0.011], [-3.350, -2.331, 3.168], [0.448, -4.933, 1.012], [4.841, 1.662, -1.555], [-4.917, 1.481, 4.331], [1.164, -2.745, 0.236], [1.632, -1.652, -1.266], [-3.706, 2.553, 2.477], [3.773, 1.155, 2.349], [4.918, -0.511, -0.943]],
  "nbo_charge": [0.539, 0.534, 1.072, 0.107, -0.695, -0.725, -0.404, -0.521, -0.373, 0.348, -0.278, -0.648, -0.231, -0.187, -0.217, -0.033, -0.234, 0.197, -0.183, -0.324, -0.217, -0.252, -0.186, -0.179, -0.173, 0.181, -0.218, -0.004, -0.191, -0.178, -0.021, -0.192, 0.168, -0.230, -0.176, -0.098, 0.217, 0.230, 0.227, 0.237, 0.244, 0.484, 0.239, 0.213, 0.231, 0.217, 0.237, 0.239, 0.186, 0.226, 0.237, 0.204, 0.234, 0.230, 0.236, 0.228, 0.231, 0.195]
}


No. 2
{
  "formula": "C27H22IN5O5PTa",
  "method": "ωB97M-V with the def2-TZVPD basis set",
  "fmax_ev_per_a": 0.560,
  "de_lowest_kj_mol": 69.2,
  "charge": 2,
  "e_tot_ha": -2387.6432,
  "homo_energy_ev": -14.54,
  "e_lumo_ha": -0.2808,
  "elements": ["Ta", "I", "P", "O", "O", "O", "O", "O", "N", "N", "N", "N", "N", "C", "C", "C", "C", "C", "C", "C", "C", "C", "C", "C", "C", "C", "C", "C", "C", "C", "C", "C", "C", "C", "C", "C", "C", "C", "C", "C", "H", "H", "H", "H", "H", "H", "H", "H", "H", "H", "H", "H", "H", "H", "H", "H", "H", "H", "H", "H", "H", "H"],
  "positions_angstrom": [[0.853, -0.646, -0.136], [0.951, -0.124, -2.965], [0.195, 1.967, 0.344], [1.123, -2.463, -0.507], [5.695, 0.147, 3.184], [4.649, 0.508, 0.633], [2.649, 0.178, -0.346], [4.718, -0.588, 5.048], [1.445, -3.626, -1.137], [2.621, -6.796, -1.261], [2.340, -1.052, 3.898], [1.522, -0.710, 1.917], [2.155, -3.829, 2.168], [1.252, -1.197, 3.136], [3.498, 0.189, 0.704], [-3.775, -1.170, -3.328], [2.856, -0.283, 1.945], [-1.147, -0.579, -0.759], [-1.143, 3.763, -3.058], [-0.878, 2.649, -0.936], [-3.078, 2.970, -1.868], [-0.643, 2.273, 1.927], [-0.323, 3.289, -2.044], [-3.158, -1.041, -2.061], [-2.519, 3.600, -2.972], [4.677, -0.288, 3.889], [0.000, -1.829, 3.620], [-3.230, -1.060, 0.373], [3.368, -0.508, 3.179], [1.663, 3.028, 0.414], [1.928, -4.494, -0.325], [-2.263, 2.494, -0.854], [-1.782, -0.734, -2.006], [2.313, -5.773, -0.844], [2.072, -4.194, 1.084], [-1.081, -0.571, -3.214], [-3.854, -1.212, -0.835], [-3.052, -0.995, -4.476], [-1.858, -0.704, 0.411], [-1.671, -0.690, -4.434], [-0.396, -1.286, 4.478], [-1.120, -0.561, -5.356], [-4.152, 2.861, -1.790], [-4.829, -1.412, -3.380], [-1.410, -0.484, 1.384], [-2.719, 2.010, 0.002], [-0.821, 3.344, 2.037], [-0.708, 4.273, -3.906], [2.253, 2.774, 1.297], [1.360, 4.073, 0.486], [5.487, 0.293, 2.238], [2.290, 2.889, -0.465], [-3.158, 3.980, -3.759], [-3.784, -1.172, 1.295], [0.746, 3.437, -2.122], [-0.011, 1.934, 2.749], [-0.756, -1.865, 2.844], [-3.532, -1.095, -5.441], [0.222, -2.852, 3.927], [-1.600, 1.757, 1.976], [-4.908, -1.459, -0.868], [2.459, -1.339, 4.865]],
  "nbo_charge": [1.973, 0.550, 0.941, -0.628, -0.620, -0.517, -0.769, -0.521, 0.053, -0.105, -0.447, -0.625, -0.251, 0.503, 0.785, -0.143, -0.037, -0.424, -0.198, -0.312, -0.187, -0.942, -0.218, -0.056, -0.170, 0.762, -0.680, -0.201, 0.091, -0.949, 0.059, -0.231, -0.023, 0.185, 0.259, -0.137, -0.123, -0.168, -0.253, -0.203, 0.270, 0.253, 0.235, 0.243, 0.230, 0.216, 0.275, 0.240, 0.254, 0.272, 0.517, 0.266, 0.241, 0.245, 0.221, 0.249, 0.236, 0.252, 0.285, 0.250, 0.248, 0.481]
}


No. 3
{
  "formula": "C27H22N5PdSSe",
  "method": "ωB97M-V with the def2-TZVPD basis set",
  "fmax_ev_per_a": 1.562,
  "de_lowest_kj_mol": 17.4,
  "charge": 1,
  "e_tot_ha": -4243.1747,
  "homo_energy_ev": [-9.98, -9.98],
  "e_lumo_ha": [-0.1625, -0.1385],
  "elements": ["Pd", "Se", "S", "N", "N", "N", "N", "N", "C", "C", "C", "C", "C", "C", "C", "C", "C", "C", "C", "C", "C", "C", "C", "C", "C", "C", "C", "C", "C", "C", "C", "C", "C", "C", "C", "H", "H", "H", "H", "H", "H", "H", "H", "H", "H", "H", "H", "H", "H", "H", "H", "H", "H", "H", "H", "H", "H"],
  "positions_angstrom": [[0.005, -0.162, -0.624], [-0.432, -1.863, -2.241], [-1.817, -2.882, 1.074], [-4.197, -1.461, -0.163], [0.416, 0.033, 1.797], [-1.874, 1.173, -0.669], [-1.977, -1.282, 0.611], [2.253, -0.135, -0.241], [2.712, 0.010, 1.028], [-5.605, -4.855, -0.470], [-4.095, 1.493, 0.154], [3.112, -0.239, -1.232], [-4.586, -5.628, 0.052], [0.662, 1.262, -4.734], [4.501, -0.193, -1.045], [0.377, 0.778, -6.004], [-5.462, -3.477, -0.554], [-0.127, -0.797, -3.781], [-0.176, -0.484, -6.162], [-1.782, 2.481, -0.879], [-2.808, 3.364, -0.574], [-3.043, -0.780, 0.101], [-3.293, -3.649, 0.437], [4.996, -0.028, 0.221], [1.785, 0.137, 2.101], [-4.312, -2.859, -0.092], [-3.984, 2.860, -0.039], [-3.011, 0.677, -0.165], [4.536, 0.242, 2.640], [3.623, 0.397, 3.648], [-0.417, -1.278, -5.057], [0.399, 0.488, -3.623], [2.251, 0.361, 3.377], [4.104, 0.074, 1.308], [-3.418, -5.022, 0.495], [-2.607, -5.608, 0.898], [-4.935, -0.990, -0.664], [5.156, -0.286, -1.896], [0.156, -0.940, 1.566], [1.086, 2.248, -4.614], [6.059, 0.038, 0.406], [5.595, 0.249, 2.844], [3.953, 0.531, 4.666], [-0.826, -2.269, -5.164], [-4.796, 3.519, 0.226], [-6.252, -2.871, -0.970], [0.602, 0.881, -2.610], [-0.851, 2.839, -1.308], [0.584, 1.392, -6.864], [-4.986, 1.070, 0.588], [2.707, -0.364, -2.232], [-0.413, -0.846, -7.149], [1.542, 0.479, 4.184], [-4.687, -6.698, 0.131], [-2.686, 4.421, -0.742], [-0.178, 0.368, 2.549], [-6.518, -5.318, -0.810]],
  "nbo_charge": [0.716, 0.133, 0.482, -0.608, -0.844, -0.459, -0.706, -0.505, 0.204, -0.192, -0.225, 0.091, -0.202, -0.192, -0.262, -0.235, -0.237, -0.214, -0.133, 0.063, -0.230, 0.427, -0.247, -0.089, 0.127, 0.208, -0.135, 0.161, -0.183, -0.181, -0.256, -0.265, -0.215, -0.098, -0.189, 0.227, 0.413, 0.240, 0.403, 0.216, 0.230, 0.227, 0.232, 0.222, 0.239, 0.213, 0.194, 0.215, 0.222, 0.236, 0.222, 0.216, 0.222, 0.229, 0.242, 0.402, 0.229]
}